Entry 1:
A 11-piece molecular cluster, C5H35N2O11 overall in a non-equilibrium geometry. Source: the OMol25 dataset; level of theory: wB97M-V/def2-TZVPD.

Summary:
Net charge: +1
Relative energy (zero: lowest compared OMol25 entry of this formula, charge and spin) (kcal per mole): 84.8
2S+1: 1
Maximum force (eV Å⁻¹): 3.7

XYZ file:
```
53
C5H35N2O11 | the OMol25 dataset | wB97M-V/def2-TZVPD
C 0.28174 -1.60943 -1.27353
N 1.34284 -0.84316 -0.62266
C 0.96046 -0.37834 0.71079
C 0.72309 1.13993 0.81207
C 1.57179 1.76245 1.94093
O 1.18192 1.87990 -0.32211
C -0.07503 -0.88661 -2.59568
N -1.13791 0.16040 -2.28747
H -0.59906 -1.92497 -0.71107
H 0.57532 -2.58666 -1.68462
H 2.08140 -1.51580 -0.44342
H 0.01680 -0.72500 1.10859
H 1.70815 -0.73425 1.41485
H -0.29131 1.46114 1.04056
H 2.63346 1.54986 1.98694
H 1.52047 2.84921 1.85198
H 1.13574 1.56689 2.92109
H 1.70413 1.30593 -0.89293
H -0.50014 -1.64605 -3.24612
H 0.72376 -0.29689 -2.98312
H -1.22190 0.71571 -3.14081
H -0.58249 0.76135 -1.65630
H -1.89013 -0.03401 -1.62021
H 1.77233 -4.03707 2.45387
H 0.53552 -3.55029 1.80418
O 1.19257 -3.26363 2.46284
H 3.60913 0.75902 -3.53823
H 3.99498 1.44334 -2.25729
O 3.29856 1.43400 -2.92270
H -3.29281 -0.14761 2.32660
H -3.92765 0.32338 3.57996
O -3.59515 0.67011 2.74334
H 0.90606 1.97621 -3.61156
H -0.51504 2.23591 -4.28820
O 0.23827 1.64463 -4.21964
H -0.47968 -1.65616 4.01382
H 0.17331 -0.54854 3.31080
O -0.60047 -1.11972 3.21734
H -1.14416 -2.23698 2.33099
H -2.35669 -2.88570 1.61194
O -1.43675 -3.02477 1.85458
H -2.83024 2.94434 1.30014
H -3.85867 2.60925 0.17424
O -3.00296 2.37821 0.54171
H 2.63210 -3.25901 0.92737
H 4.15021 -2.80590 0.56930
O 3.22489 -2.75323 0.36084
H -1.42916 -0.00236 1.11900
H -2.48874 0.74827 0.43800
O -2.18822 -0.16136 0.53752
H -2.28046 3.35307 -2.45706
H -0.81376 3.78813 -2.09026
O -1.35040 3.17287 -2.60117
```

Entry 2:
One molecule with the formula C11H14N6O in a non-equilibrium geometry. Source: the OMol25 dataset; level of theory: wB97M-V/def2-TZVPD.

Summary:
Net charge: 0
Relative energy (zero: lowest compared OMol25 entry of this formula, charge and spin) (kcal per mole): 9.6
2S+1: 1
Maximum force (eV Å⁻¹): 1.6

XYZ file:
```
32
C11H14N6O | the OMol25 dataset | wB97M-V/def2-TZVPD
C -1.92514 -5.86869 2.22169
C -1.08895 -4.77980 1.56725
O -1.52896 -3.53792 2.07377
C -0.91656 -2.39756 1.64052
C 0.12179 -2.34235 0.71877
C 0.66364 -1.12438 0.34934
C 0.18610 0.06606 0.88690
N 0.79567 1.29333 0.59240
N -0.09434 2.43631 0.41222
C 0.04328 2.77381 -0.92461
N -0.54873 3.56343 -1.78764
N 0.20311 3.41541 -2.91615
C 1.25848 2.55720 -2.75976
N 2.19567 2.34225 -3.75698
C 1.17041 2.12031 -1.46550
N 1.73389 1.24907 -0.50043
C -0.84213 0.00557 1.83099
C -1.38685 -1.20610 2.19290
H -2.97608 -5.71694 1.99146
H -1.61559 -6.84388 1.85651
H -1.79926 -5.83352 3.30030
H -0.02468 -4.92847 1.80031
H -1.21557 -4.81040 0.47530
H 0.51997 -3.24072 0.27356
H 1.46585 -1.08990 -0.37029
H -1.03250 2.23402 0.73628
H 0.00427 3.99309 -3.71417
H 2.68124 1.46266 -3.65549
H 1.83495 2.47201 -4.69175
H 2.63073 1.59305 -0.15123
H -1.20552 0.90676 2.30269
H -2.18361 -1.25635 2.91801
```

Entry 3:
A 2-piece molecular cluster, C3H5P overall in a non-equilibrium geometry. Source: the OMol25 dataset; level of theory: wB97M-V/def2-TZVPD.

Summary:
Net charge: 0
Relative energy (zero: lowest compared OMol25 entry of this formula, charge and spin) (kcal per mole): 71.1
2S+1: 1
Maximum force (eV Å⁻¹): 3.7

XYZ file:
```
9
C3H5P | the OMol25 dataset | wB97M-V/def2-TZVPD
C -0.89026 -0.61563 -0.22796
C -1.90325 -0.57556 0.40084
C 0.38371 -0.56554 -0.87784
P 1.73403 2.66558 1.67804
H -2.87754 -0.28070 0.75987
H 1.38482 1.28280 1.55570
H 1.19317 -0.50374 -0.18637
H 0.45438 0.21372 -1.71408
H 0.52092 -1.62093 -1.38820
```

Entry 4:
One molecule with the formula C6H9INO2PS. Source: the OMol25 dataset; level of theory: wB97M-V/def2-TZVPD.

Summary:
Net charge: 0
Electronic energy (Ha): -1476.490460
2S+1: 1
Maximum force (eV Å⁻¹): 0.5

XYZ file:
```
21
C6H9INO2PS | the OMol25 dataset | wB97M-V/def2-TZVPD
O -0.26064 2.77928 2.13202
C -0.74329 1.72294 1.94277
I -1.13321 0.38723 3.63323
C -1.13015 1.09036 0.62476
C -0.31638 -0.17925 0.32161
C -1.11983 -1.51218 0.12795
N -0.59609 -2.19633 -1.08274
C 0.71616 -1.59880 -1.22272
O 1.72544 -2.19567 -1.40866
C 0.55809 -0.10783 -0.94141
P 2.06187 0.90858 -0.82397
S 1.83031 2.74376 -1.41052
H -0.98017 1.85711 -0.13996
H -2.19225 0.84561 0.69858
H 0.36026 -0.37732 1.16054
H -0.92425 -2.15125 0.98739
H -2.19797 -1.37962 0.04743
H -1.11751 -1.83990 -1.88365
H -0.00904 0.31318 -1.78193
H 3.03414 0.16131 -1.50031
H 2.43449 0.72881 0.51960
```

Entry 5:
C55H64BCl5HfN3OP2SSi as an isolated structure in a non-equilibrium geometry. Source: the OMol25 dataset; level of theory: wB97M-V/def2-TZVPD.

Summary:
Net charge: +1
Relative energy (zero: lowest compared OMol25 entry of this formula, charge and spin) (kcal per mole): 0.0
2S+1: 1
Maximum force (eV Å⁻¹): 1.8

XYZ file:
```
134
C55H64BCl5HfN3OP2SSi | the OMol25 dataset | wB97M-V/def2-TZVPD
Hf -0.61283 0.50663 -0.67334
C 3.89202 -1.18854 4.26834
C 4.07833 -0.44150 2.94647
C 5.54255 -0.53174 2.50013
C 3.78102 1.04110 3.20240
P 2.97409 -0.98642 1.52993
C 1.32786 -1.22964 2.36098
N 0.57691 0.01718 2.47173
B 0.19280 0.93845 1.42377
N -0.25304 2.11974 2.12449
C -0.65851 3.39477 1.58489
P -0.23836 3.48226 -0.20680
C 1.54727 4.07333 -0.20162
C 1.70725 5.55452 0.14564
C 2.33407 3.26375 0.82781
C 2.19961 3.81098 -1.56051
C -1.40332 4.83224 -0.79014
C -1.39491 6.11110 0.06644
C -2.83195 4.26352 -0.71741
C -1.09633 5.19064 -2.24671
C -0.20408 1.89187 3.49680
C -0.55608 2.71939 4.55227
C -0.40481 2.22679 5.84257
C 0.08147 0.93988 6.06126
C 0.43848 0.11273 5.00289
C 0.29765 0.60091 3.71076
C 3.44408 -2.74158 1.06686
C 4.55472 -2.65290 0.00587
C 2.21834 -3.35847 0.38875
C 3.87703 -3.68259 2.19231
H 4.65784 -0.85480 4.97517
H 3.97746 -2.27223 4.18027
H 2.92830 -0.95459 4.72329
H 6.16649 -0.00483 3.22765
H 5.69866 -0.05676 1.52804
H 5.90560 -1.55683 2.43883
H 4.46098 1.40663 3.97825
H 2.76043 1.21389 3.54980
H 3.94808 1.63422 2.30872
H 1.43572 -1.66281 3.35536
H 0.75607 -1.94142 1.76762
H -0.14388 4.20698 2.11229
H -1.73234 3.57044 1.70412
H 1.22637 5.81989 1.08913
H 1.32696 6.20770 -0.63850
H 2.77495 5.76428 0.25297
H 1.99294 3.42478 1.85165
H 3.37810 3.58738 0.76839
H 2.31339 2.19141 0.62890
H 1.72259 4.35025 -2.37883
H 2.20377 2.74677 -1.80491
H 3.24212 4.13799 -1.51674
H -1.37457 5.90591 1.13812
H -2.32587 6.64792 -0.13392
H -0.57786 6.78686 -0.16832
H -3.23670 4.31849 0.29452
H -2.89821 3.22870 -1.05659
H -3.47861 4.86767 -1.35854
H -0.08299 5.57271 -2.37838
H -1.78563 5.97450 -2.57092
H -1.24716 4.33483 -2.91080
H -0.94725 3.71495 4.38157
H -0.67619 2.84591 6.68774
H 0.17696 0.57242 7.07495
H 0.80457 -0.88816 5.19288
H 4.22045 -2.08140 -0.86403
H 4.81237 -3.66355 -0.32511
H 5.46382 -2.18375 0.37803
H 1.71744 -2.65100 -0.27476
H 1.47915 -3.70867 1.11025
H 2.51623 -4.22536 -0.20994
H 4.76858 -3.34049 2.71545
H 4.10748 -4.66521 1.76853
H 3.08208 -3.82405 2.92893
Cl -2.44214 1.67104 -3.73593
C -3.43976 1.22165 -2.38187
C -2.81425 0.93647 -1.18184
C -3.64272 0.56459 -0.14574
Cl -2.81328 0.19120 1.34802
C -5.02553 0.47877 -0.23176
Cl -5.97226 0.05439 1.13246
C -5.61528 0.77321 -1.45976
Cl -7.31616 0.67969 -1.63185
C -4.81676 1.14868 -2.54712
Cl -5.54592 1.50453 -4.05991
S 1.87526 -1.36589 -4.24856
C 1.08880 -1.02754 -2.79071
N 0.63987 0.19550 -2.62829
C 0.92939 0.96725 -3.76938
C 0.58737 2.30054 -3.98249
C 0.93786 2.89237 -5.17398
C 1.62363 2.17535 -6.16660
C 1.95998 0.85445 -5.97515
C 1.60270 0.26146 -4.76307
H 0.96914 -1.79319 -2.04014
H 0.04607 2.85144 -3.22952
H 0.67643 3.92808 -5.35184
H 1.88605 2.66639 -7.09438
H 2.48183 0.29164 -6.73756
O -0.81623 -1.43415 -0.68724
Si -1.73160 -2.85001 -0.75433
C -2.90164 -2.67798 -2.19459
C -3.90596 -3.63429 -2.39773
C -4.75012 -3.56336 -3.49525
C -4.59951 -2.54207 -4.42672
C -3.59208 -1.60349 -4.26444
C -2.75404 -1.67926 -3.15732
C -0.62637 -4.29576 -1.14848
C -0.04297 -4.35775 -2.42143
C 0.78525 -5.40771 -2.78768
C 1.02893 -6.43853 -1.88739
C 0.43067 -6.41808 -0.63635
C -0.38888 -5.35531 -0.27222
C -2.60476 -3.07568 0.86567
C -3.99707 -2.99580 0.95515
C -4.64404 -3.09761 2.18066
C -3.90852 -3.26840 3.34256
C -2.52241 -3.34867 3.27809
C -1.88375 -3.26066 2.05131
H -4.03104 -4.45017 -1.69251
H -5.52708 -4.30566 -3.62835
H -5.26308 -2.48549 -5.28049
H -3.46155 -0.81042 -4.99135
H -1.97042 -0.93416 -3.05549
H -0.27422 -3.59299 -3.15961
H 1.22085 -5.43973 -3.77927
H 1.66699 -7.26598 -2.17191
H 0.59810 -7.23238 0.05735
H -0.85136 -5.36510 0.70852
H -4.59235 -2.83128 0.06423
H -5.72366 -3.02944 2.22666
H -4.41259 -3.33937 4.29814
H -1.94392 -3.48314 4.18356
H -0.79995 -3.32812 2.02729
```

Entry 6:
C7H8LiN2O2S as an isolated structure in a non-equilibrium geometry. Source: the OMol25 dataset; level of theory: wB97M-V/def2-TZVPD.

Summary:
Net charge: -1
Electronic energy (Ha): -937.365208
2S+1: 1
Maximum force (eV Å⁻¹): 2.6

XYZ file:
```
21
C7H8LiN2O2S | the OMol25 dataset | wB97M-V/def2-TZVPD
Li -0.75286 -1.44104 1.34834
O -1.67622 -0.59037 -0.64624
C -0.80702 0.05446 -0.06663
O -0.80359 0.38497 1.14118
C 0.35503 0.46530 -0.92117
C 0.16384 1.55861 -1.76258
C 1.14737 1.93943 -2.66167
C 2.39925 1.31475 -2.54678
C 2.63204 0.29304 -1.67195
C 1.58869 -0.22717 -0.79843
S 1.81549 -1.58937 0.20265
H -0.81838 1.95798 -1.83432
H 0.92290 2.74477 -3.31240
H 3.17076 1.63119 -3.18087
H 3.63834 -0.12687 -1.61538
N -2.21620 -2.00452 2.65744
N -2.09505 -0.80943 3.49846
H -3.04936 -1.86281 2.08632
H -2.44338 -2.76960 3.29594
H -1.96623 -0.04534 2.83211
H -1.20541 -0.87798 3.95598
```